(a)
25
Properties=species:S:1:pos:R:3 method="wB97M-V/def2-TZVPD" total_charge=+4 e_lumo_ev=-16.38 gap_ev=12.64 homo_ev=-29.01
Hf -0.02 -0.04 -0.03
O -1.62 1.19 -0.79
H -1.86 1.79 -1.52
H -2.38 1.42 -0.26
O 1.41 -1.57 -0.76
H 2.19 -1.87 -0.25
H 1.48 -1.97 -1.65
O -0.76 0.89 1.74
H -0.44 1.74 2.11
H -1.66 0.76 2.15
O 0.44 0.32 -2.11
H 1.35 0.38 -2.46
H -0.05 0.86 -2.69
O 0.78 1.92 -0.15
H 0.22 2.68 -0.46
H 1.58 2.33 0.09
O 1.69 0.04 1.44
H 1.58 0.65 2.17
H 2.22 -0.66 1.82
O -0.41 -1.65 1.34
H -0.24 -2.67 1.26
H -0.76 -1.59 2.27
O -1.30 -1.40 -1.01
H -2.24 -1.22 -1.28
H -1.20 -2.36 -0.95


(b)
25
Properties=species:S:1:pos:R:3 method="wB97M-V/def2-TZVPD" total_charge=+4 e_lumo_ev=-16.35 gap_ev=12.80 homo_ev=-29.16
Hf -21.94 -5.91 -10.06
O -20.61 -4.45 -10.81
H -19.66 -4.28 -10.67
H -20.74 -4.06 -11.69
O -20.60 -7.12 -11.21
H -20.82 -7.95 -11.61
H -20.07 -6.61 -11.86
O -24.03 -6.40 -10.18
H -24.61 -6.39 -9.39
H -24.63 -6.30 -10.96
O -22.51 -5.59 -12.09
H -22.30 -6.04 -12.93
H -22.94 -4.76 -12.43
O -22.15 -7.96 -9.34
H -22.72 -8.37 -8.68
H -21.73 -8.76 -9.74
O -20.19 -6.17 -8.82
H -19.45 -5.67 -8.47
H -19.95 -7.10 -8.79
O -22.65 -5.70 -8.02
H -22.61 -6.31 -7.24
H -22.94 -4.87 -7.54
O -23.04 -3.99 -9.91
H -23.99 -3.87 -9.95
H -22.87 -3.07 -10.16


Result of the stability comparison: (a) is the least stable of them.


(a)
13
Properties=species:S:1:pos:R:3 method="wB97M-V/def2-TZVPD" total_charge=+1 e_lumo_ev="-6.61 / -6.61" gap_ev="7.54 / 7.54" homo_ev="-14.15 / -14.15"
C 0.78 -1.72 -1.83
C -0.48 -1.65 -1.55
C 0.89 -0.72 1.24
C -0.15 0.05 0.56
C -0.52 1.53 0.66
N 1.20 -0.37 0.08
S -1.42 -1.08 -0.21
H 1.66 -2.25 -1.97
H -1.15 -1.74 -2.32
H 1.22 -1.20 2.06
H 0.01 1.94 1.38
H -1.56 1.63 1.02
H -0.43 1.88 -0.38


(b)
13
Properties=species:S:1:pos:R:3 method="wB97M-V/def2-TZVPD" total_charge=+1 smiles="C#[N+]/C=C(/C)C=S" e_lumo_ev="-6.40 / -6.40" gap_ev="6.88 / 6.88" homo_ev="-13.27 / -13.27"
C 0.73 1.18 0.78
C 1.61 -2.59 -0.29
C -0.19 0.40 0.02
C -0.16 -0.93 -0.43
C -1.49 1.11 -0.18
N 0.79 -1.79 -0.19
S 2.46 1.26 0.75
H 0.27 2.04 1.07
H 2.44 -3.20 -0.20
H -0.99 -1.42 -0.82
H -2.01 0.91 -1.12
H -1.37 2.18 -0.17
H -2.10 0.86 0.78


Result of the stability comparison: (a) is the least stable of them.